Here is a structure of composition C10H16AlO7 from the Open Molecules 2025 dataset. Energies are from wB97M-V/def2-TZVPD.

The calculated total energy comes out at -1159.2281 Eh. The calculation puts the relative energy (zero: lowest compared OMol25 entry of this formula, charge and spin) at 80.5 kcal/mol. As for the total charge: +1. As for the orbital gap: 3.58 eV.

Atoms and positions in Å:
Al 4.2996 -17.4227 13.1710
C 5.9325 -13.5028 15.8956
C 5.3015 -14.5797 15.0858
O 5.0229 -15.7258 15.5011
O 4.9227 -14.4399 13.9413
H 6.8650 -13.8630 16.3301
H 5.2611 -13.1160 16.6622
H 6.2671 -12.7151 15.2206
O 2.4911 -15.6805 11.8262
H 1.8770 -15.0444 11.4103
O 1.6058 -17.0777 14.4113
C 0.5676 -16.4835 14.0325
O -0.4771 -17.1610 13.5719
C -1.6832 -16.4730 13.5414
C -1.2194 -15.0338 13.9615
C 0.3259 -14.9868 14.1726
H -2.4311 -16.8189 14.2549
H -2.1769 -16.4040 12.5721
H -1.7566 -14.6203 14.8150
H -1.4124 -14.2767 13.2015
H 0.7240 -14.7231 15.1525
H 0.9859 -14.9598 13.3056
O 5.5619 -19.8636 14.0938
C 6.0481 -20.9369 13.8728
O 7.4593 -21.0079 13.7615
C 7.7759 -22.3403 13.1682
C 6.6096 -23.1925 13.5979
C 5.4169 -22.2930 13.5607
H 8.7235 -22.7180 13.5522
H 7.6196 -22.2487 12.0934
H 6.8215 -23.5174 14.6166
H 6.5618 -24.1323 13.0478
H 4.7882 -22.5132 14.4234
H 4.9486 -22.0859 12.5984

---

Here is a structure of composition C10H16AlO7 from the Open Molecules 2025 dataset. Energies are from wB97M-V/def2-TZVPD.

The calculated total energy comes out at -1159.3293 Eh. The calculation puts the relative energy (zero: lowest compared OMol25 entry of this formula, charge and spin) at 16.9 kcal/mol. As for the total charge: +1. As for the orbital gap: 4.53 eV.

Atoms and positions in Å:
Al -0.1382 -2.1737 0.3707
C -2.6300 1.6776 0.4682
C -1.8312 0.4101 0.1497
O -2.4193 -0.7187 0.2559
O -0.6252 0.5060 -0.1129
H -3.2459 2.0184 -0.3577
H -2.0134 2.4644 0.8889
H -3.2752 1.3599 1.2886
O -2.3781 -3.3075 1.5715
H -3.1828 -3.5715 2.0476
O -0.7542 -1.8341 -2.4621
C -0.8970 -1.1046 -3.4096
O -0.1003 -1.2449 -4.4756
C -0.5175 -0.3537 -5.5424
C -1.8578 0.2116 -5.0951
C -1.7684 0.1050 -3.5749
H -0.5866 -0.9175 -6.4700
H 0.2735 0.3834 -5.6861
H -2.6638 -0.4244 -5.4567
H -2.0266 1.2562 -5.3448
H -2.7168 0.0198 -3.0519
H -1.1795 0.9023 -3.1078
O 1.4603 -0.2459 1.8933
C 2.1961 0.1082 2.7807
O 3.4126 0.5935 2.4657
C 4.1866 0.9127 3.6300
C 3.4851 0.1753 4.7695
C 2.0385 0.1026 4.2707
H 4.1610 1.9835 3.8400
H 5.2079 0.5596 3.5312
H 3.4398 0.6598 5.7415
H 3.9428 -0.8096 4.8634
H 1.5169 1.0100 4.5909
H 1.4865 -0.7137 4.7298

---

Here is a structure of composition C10H16AsBiFN4S5 from the Open Molecules 2025 dataset. Energies are from wB97M-V/def2-TZVPD.

The calculated total energy comes out at -5151.0715 Eh. As for the total charge: -1. As for the orbital gap: 6.82 eV.

Atoms and positions in Å:
Bi -1.0675 1.5597 0.2226
S 3.1822 3.2645 2.1467
As 2.0761 1.5969 1.5389
S 1.5272 1.8425 -0.6215
S -0.0248 1.7750 2.4757
S 2.7685 -0.3563 1.9099
S 0.6726 6.7214 0.8510
C -0.9402 6.5427 1.3841
C -1.3733 5.2954 1.0841
N -0.4650 4.4884 0.4260
C 0.6537 5.1216 0.2466
H -1.4662 7.3292 1.8991
H -2.3459 4.8982 1.3396
H 1.5306 4.6548 -0.1873
C 0.2825 -2.9814 -3.0112
C 0.8084 -1.5680 -2.9336
N 0.1608 -0.8684 -1.8382
C -0.1726 -1.4892 -0.6591
N -0.5419 -0.7415 0.3273
C -0.8491 -1.3386 1.6380
C -1.2863 -2.7807 1.4990
C -0.2524 -3.5157 0.6821
N -0.1131 -2.8588 -0.6092
C 0.5064 -3.6366 -1.6676
H 0.7967 -3.5417 -3.7929
H -0.7862 -2.9692 -3.2415
H 0.6090 -1.0207 -3.8543
H 1.8951 -1.5934 -2.7908
H 0.5703 0.0493 -1.6264
H -1.6488 -0.7511 2.0800
H 0.0386 -1.2479 2.2655
H -2.2580 -2.8342 1.0023
H -1.3772 -3.2338 2.4877
H -0.5246 -4.5559 0.4909
H 0.7065 -3.5064 1.2137
H 0.0707 -4.6372 -1.6361
H 1.5843 -3.7469 -1.4867
F -2.9469 0.6340 0.7455

---

Here is a structure of composition C10H16BF4N3O3S3SeW from the Open Molecules 2025 dataset. Energies are from wB97M-V/def2-TZVPD.

The calculated total energy comes out at -4867.7130 Eh. The calculation puts the relative energy (zero: lowest compared OMol25 entry of this formula, charge and spin) at 11.3 kcal/mol. As for the total charge: +2. As for the orbital gap: 6.00 eV.

Atoms and positions in Å:
W -0.4421 1.0006 -1.3261
C 3.0467 1.5567 1.8318
N 1.7489 1.0372 2.2865
C 1.5910 0.9635 3.7432
C 0.8152 0.6970 1.4436
O 1.0026 0.7779 0.1868
C -0.5251 0.1735 1.9285
O -1.3191 -0.1540 0.7946
C -1.6621 -1.5162 0.5889
C -0.9724 -1.9641 -0.6855
O -0.3035 -1.0768 -1.3124
N -1.0422 -3.1850 -1.1246
C -0.3854 -3.5914 -2.3777
C -1.7884 -4.2453 -0.4383
H 3.8305 0.8868 2.1811
H 3.1969 2.5425 2.2692
H 3.0690 1.6182 0.7509
H 2.4411 0.4267 4.1597
H 0.6795 0.4503 4.0284
H 1.5758 1.9733 4.1515
H -1.0477 0.9329 2.5125
H -0.3749 -0.7047 2.5579
H -2.7457 -1.5900 0.4789
H -1.3548 -2.1323 1.4343
H 0.2557 -2.7965 -2.7385
H -1.1516 -3.8210 -3.1165
H 0.2037 -4.4844 -2.1797
H -2.3014 -3.8720 0.4416
H -1.0982 -5.0351 -0.1471
H -2.5251 -4.6531 -1.1282
S -4.0033 2.5273 -3.5412
C -2.6997 1.8267 -2.9697
S -2.6562 0.3925 -1.9425
S -1.0224 2.2793 -3.2384
F 1.1060 0.6633 -2.3165
B 2.4818 2.7903 -2.1710
F 1.4046 3.0357 -1.3880
F 3.5894 2.4354 -1.5758
F 2.4075 3.1059 -3.4311
Se -0.9288 4.9103 1.1950
C -1.0068 3.4402 0.3845
N -1.0887 2.3780 -0.2004

---

Here is a structure of composition C10H16Cl2N4RhSe3Te from the Open Molecules 2025 dataset. Energies are from wB97M-V/def2-TZVPD.

The calculated total energy comes out at -9112.9704 Eh. As for the multiplicity: 5. The calculation puts the relative energy (zero: lowest compared OMol25 entry of this formula, charge and spin) at 0.0 kcal/mol. As for the total charge: -1. As for the orbital gap (spin up / spin down): 5.80 / 6.18 eV.

Atoms and positions in Å:
Rh 0.1478 -0.2665 -0.8112
N 0.7532 -0.9805 1.5695
C 0.1258 -0.0819 2.5418
C -0.1845 1.2739 1.9130
N -0.9330 1.1696 0.6761
C -2.3273 0.7642 0.7631
C -2.5660 -0.7480 0.7082
N -1.9237 -1.3659 -0.4622
H 0.7283 -1.9494 1.8646
H 1.7316 -0.7340 1.4639
H 0.7545 0.0939 3.4207
H -0.7930 -0.5380 2.9126
H 0.7568 1.7730 1.6733
H -0.7079 1.8837 2.6649
H -0.8759 2.0330 0.1208
H -2.8401 1.2371 -0.0772
H -2.8059 1.1562 1.6733
H -3.6487 -0.9105 0.7228
H -2.1633 -1.2370 1.5931
H -2.4387 -1.1797 -1.3147
H -1.8357 -2.3673 -0.3511
Se -1.3445 3.3543 -1.7902
Se -1.4789 1.1336 -2.5411
Te 0.5580 0.5210 -3.8097
Se 2.6131 0.3750 -0.9211
Cl 4.6578 -1.8583 2.3511
C 3.5715 -2.7881 1.3582
C 3.2060 -4.0399 1.8019
C 2.3017 -4.8013 1.0669
C 1.7922 -4.2697 -0.1046
C 2.1584 -3.0050 -0.5351
Cl 1.4710 -2.4646 -2.0427
C 3.0759 -2.1728 0.1631
N 3.5491 -0.9530 -0.1572
H 3.6269 -4.4090 2.7278
H 2.0132 -5.7897 1.3984
H 1.0990 -4.8341 -0.7163

---

Here is a structure of composition C10H16Cl2N4RhSe3Te from the Open Molecules 2025 dataset. Energies are from wB97M-V/def2-TZVPD.

The calculated total energy comes out at -9112.9457 Eh. As for the multiplicity: 5. The calculation puts the relative energy (zero: lowest compared OMol25 entry of this formula, charge and spin) at 15.5 kcal/mol. As for the total charge: -1. As for the orbital gap (spin up / spin down): 5.91 / 5.64 eV.

Atoms and positions in Å:
Rh 0.0120 1.4710 0.6012
N 0.1324 -0.8681 -0.3198
C 0.8996 -1.8099 0.4876
C 2.1112 -1.1042 1.1039
N 1.7389 0.0817 1.8599
C 1.4351 -0.1372 3.2663
C -0.0090 -0.5849 3.5010
N -0.9368 0.3639 2.8827
H -0.7234 -1.2843 -0.6666
H 0.6761 -0.5900 -1.1324
H 1.2620 -2.6706 -0.0897
H 0.2509 -2.1920 1.2756
H 2.7797 -0.8058 0.2929
H 2.6467 -1.8277 1.7365
H 2.4455 0.8039 1.7802
H 1.5851 0.8135 3.7807
H 2.1090 -0.8837 3.7151
H -0.1575 -0.6807 4.5847
H -0.1796 -1.5690 3.0620
H -0.8503 1.2607 3.3500
H -1.8959 0.0581 2.9837
Se 1.8144 3.5592 3.0728
Se -0.1960 3.5639 1.9964
Te -0.0649 4.9059 -0.0896
Se 1.4447 1.9986 -1.4179
Cl 1.0105 -0.5443 -5.1325
C -0.4357 -0.3336 -4.1965
C -1.5531 -1.0418 -4.5708
C -2.7371 -0.9120 -3.8520
C -2.7636 -0.0502 -2.7688
C -1.6394 0.6623 -2.3928
Cl -1.8389 1.7431 -1.0486
C -0.3778 0.5506 -3.0640
N 0.7995 1.1361 -2.8216
H -1.4965 -1.6993 -5.4281
H -3.6202 -1.4667 -4.1385
H -3.6775 0.0836 -2.2029